1.
13
Properties=species:S:1:pos:R:3:forces:R:3 method="wB97M-V/def2-TZVPD" lumo_energy_ev=0.46 largest_force_ev_per_a=1.35 e_above_lowest_kj_mol=157.4 homo_lumo_gap_ev=8.4 total_energy_ev=-8458.6869 homo_energy_ev=-7.918 molar_mass_da=94.91
N -2.528 -0.422 0.062 -0.6 -0.5 0.0
B -1.323 0.193 -0.063 1.1 -0.2 0.1
C -0.355 1.255 -0.129 -0.4 -0.1 -0.1
C 1.036 1.155 0.003 0.2 -0.6 0.1
C 1.794 0.007 0.093 0.1 0.6 0.1
C 1.302 -1.306 -0.023 0.5 -0.4 0.0
O 0.123 -1.676 -0.061 -0.9 1.0 0.0
H -3.088 -0.374 0.899 0.1 0.1 0.0
H -2.777 -1.208 -0.523 0.1 0.1 0.0
H -0.722 2.257 -0.323 -0.2 0.0 0.0
H 1.586 2.091 -0.005 0.0 0.0 0.0
H 2.866 0.111 0.176 0.1 0.0 0.0
H 2.087 -2.083 -0.105 -0.1 0.0 0.0

2.
17
Properties=species:S:1:pos:R:3:forces:R:3 method="wB97M-V/def2-TZVPD" lumo_energy_ev="-3.29 / -3.28" largest_force_ev_per_a=5.64 e_above_lowest_kj_mol=351.1 homo_lumo_gap_ev="7.1 / 7.1" total_energy_ev=-16648.5259 homo_energy_ev="-10.358 / -10.360" molar_mass_da=158.91
B 1.258 1.045 1.979 0.2 0.3 1.5
C -1.137 -0.029 0.022 -0.6 0.3 1.1
C 0.528 -0.076 -1.680 -0.6 -1.1 -0.4
C -1.523 -1.160 -0.921 1.7 0.3 -0.5
C -0.686 -0.881 -2.182 1.9 -2.0 -0.6
N 0.053 0.421 -0.547 1.5 2.8 4.7
O -1.714 0.369 1.003 0.3 -0.4 -1.6
O 1.567 0.106 -2.191 1.9 0.1 -1.3
O 0.425 0.013 2.267 0.5 -0.2 -0.1
O 1.946 1.745 2.993 -1.3 -1.4 -0.2
O 1.483 1.475 0.721 -2.1 -1.3 -3.1
H -1.138 -2.082 -0.455 -0.6 0.2 -0.1
H -2.548 -1.126 -1.101 -1.7 -0.4 0.0
H -1.018 -0.268 -2.967 -1.5 1.2 -0.6
H -0.318 -1.754 -2.818 -0.3 0.7 1.4
H 0.170 -0.093 3.178 0.1 0.0 0.5
H 2.652 2.294 2.700 0.7 0.7 -0.5

3.
16
Properties=species:S:1:pos:R:3:forces:R:3 method="wB97M-V/def2-TZVPD" lumo_energy_ev="-5.84 / -5.84" largest_force_ev_per_a=3.74 e_above_lowest_kj_mol=377.9 charge=+1 homo_lumo_gap_ev="3.5 / 3.5" total_energy_ev=-15836.5236 homo_energy_ev="-9.306 / -9.305" molar_mass_da=274.41
C 0.311 -0.988 -2.897 -0.4 0.3 0.2
O 1.073 -0.818 -1.752 -0.2 0.7 1.6
H 0.127 -0.034 -3.440 0.1 -0.3 0.0
H 0.811 -1.680 -3.611 -0.2 0.2 0.3
H -0.692 -1.414 -2.677 0.2 -0.1 -0.1
C -0.610 0.891 2.305 0.8 -3.6 0.0
O 0.507 0.229 2.101 0.1 1.3 1.4
C 0.425 -0.246 0.342 -0.4 -1.2 -2.9
C -0.545 0.887 0.029 0.4 -0.6 -0.2
O -1.309 1.136 1.249 -0.3 1.2 -0.1
O -1.049 0.910 3.466 -0.1 1.4 1.5
F -0.210 -1.444 0.507 1.3 1.7 0.3
H 1.506 -0.100 0.323 -0.5 -0.9 -0.5
H -0.015 1.802 -0.243 0.0 -0.2 0.0
H -1.280 0.609 -0.730 0.3 0.0 0.2
Ba 0.949 0.259 5.029 -1.1 0.1 -1.7

4.
12
Properties=species:S:1:pos:R:3:forces:R:3 method="wB97M-V/def2-TZVPD" lumo_energy_ev=-8.38 largest_force_ev_per_a=3.84 e_above_lowest_kj_mol=0.0 charge=+2 homo_lumo_gap_ev=8.3 total_energy_ev=-6966.7533 homo_energy_ev=-16.659 molar_mass_da=207.42
C -1.594 0.877 0.145 -1.1 -0.5 1.7
C -1.361 -0.473 0.443 1.4 -0.7 -2.8
C -0.068 -0.989 0.227 -0.8 1.1 3.6
C 0.919 -0.156 -0.438 -1.1 0.1 -0.6
O 2.157 -0.164 0.000 1.7 1.1 -0.4
Ba 4.706 0.757 -0.289 -1.8 -0.7 0.3
H -1.243 1.603 0.885 0.7 0.2 -0.9
H -2.588 1.119 -0.241 0.3 0.2 -0.2
H -2.194 -1.172 0.356 0.0 0.0 0.4
H 0.295 -1.804 0.860 -0.2 -0.4 -0.8
H 0.760 -0.567 -1.480 0.1 1.1 -0.2
H 0.210 0.970 -0.466 0.6 -1.5 -0.1